Molecular formula: C68H57N4O2P2Sn
Method: DFT, ωB97M-V/def2-TZVPD

The geometry in XYZ format:
```
134
C68H57N4O2P2Sn ωB97M-V/def2-TZVPD
Sn 0.535 -0.017 0.308
C -1.668 2.573 -1.284
N -2.720 2.303 -0.358
C -2.465 2.577 1.036
P -0.803 2.078 1.658
C 0.264 3.534 1.489
C 1.337 3.498 0.601
C 2.140 4.613 0.408
C 1.872 5.779 1.109
C 0.804 5.829 1.997
C 0.004 4.715 2.189
C -1.104 1.923 3.446
C -0.102 2.324 4.335
C -0.284 2.205 5.703
C -1.473 1.690 6.207
C -2.472 1.288 5.332
C -2.288 1.396 3.960
C -4.075 2.219 -0.774
C -4.401 1.903 -2.091
C -5.725 1.793 -2.488
C -6.756 1.994 -1.585
C -6.439 2.332 -0.280
C -5.117 2.453 0.128
P -0.613 1.126 -1.835
C -1.638 0.012 -2.825
C -2.029 0.463 -4.090
C -2.837 -0.322 -4.893
C -3.268 -1.563 -4.440
C -2.878 -2.020 -3.190
C -2.057 -1.242 -2.387
C 0.562 1.856 -3.003
C 0.967 3.124 -2.838
C 1.992 3.729 -3.681
C 2.641 3.003 -4.588
C 2.375 1.552 -4.845
C 1.175 0.951 -4.060
H -0.975 3.301 -0.859
H -2.032 3.009 -2.219
H -3.166 1.993 1.624
H -2.609 3.633 1.314
H 1.568 2.594 0.045
H 2.975 4.568 -0.280
H 2.496 6.652 0.969
H 0.595 6.741 2.541
H -0.823 4.765 2.888
H 0.817 2.757 3.962
H 0.492 2.539 6.379
H -1.624 1.619 7.276
H -3.409 0.905 5.714
H -3.084 1.051 3.312
H -3.629 1.733 -2.824
H -5.947 1.551 -3.519
H -7.787 1.911 -1.897
H -7.227 2.527 0.436
H -4.929 2.770 1.143
H -1.713 1.438 -4.445
H -3.135 0.035 -5.870
H -3.911 -2.171 -5.063
H -3.223 -2.983 -2.836
H -1.756 -1.623 -1.422
H 0.554 3.752 -2.059
H 2.214 4.778 -3.547
H 3.407 3.466 -5.201
H 2.178 1.447 -5.913
H 0.405 0.642 -4.766
C 2.911 0.499 3.895
C 4.111 1.000 3.416
C 4.332 1.106 2.049
C 3.352 0.713 1.145
C 2.129 0.243 1.633
C 1.913 0.137 3.000
C 3.567 0.746 -0.327
C 4.750 1.172 -0.912
C 4.869 1.198 -2.298
C 3.833 0.695 -3.056
C 3.669 0.687 -4.553
C 3.343 -0.720 -4.987
C 2.308 -1.252 -4.351
C 1.672 -0.343 -3.331
C 2.721 0.186 -2.394
N 2.544 0.293 -1.082
H 2.747 0.406 4.961
H 4.884 1.311 4.106
H 5.282 1.494 1.708
H 0.965 -0.234 3.369
H 5.572 1.509 -0.299
H 5.764 1.594 -2.763
H 4.532 1.107 -5.067
H 3.895 -1.209 -5.778
H 1.897 -2.231 -4.560
H 0.845 -0.821 -2.819
C 3.601 -2.898 4.673
O 2.216 -2.733 4.345
C 1.717 -3.462 3.324
C 2.446 -4.306 2.495
C 1.781 -5.056 1.535
C 0.403 -4.971 1.379
C -0.326 -4.114 2.184
C 0.335 -3.362 3.139
N -0.357 -2.599 4.119
C -1.524 -2.037 4.103
C -2.393 -1.704 3.009
C -3.769 -1.671 3.315
C -4.698 -1.214 2.411
C -4.246 -0.688 1.200
C -2.897 -0.660 0.897
C -1.940 -1.194 1.766
O -0.634 -1.183 1.505
H 3.822 -3.942 4.891
H 3.770 -2.296 5.560
H 4.228 -2.537 3.857
H 3.514 -4.411 2.619
H 2.350 -5.742 0.923
H -0.104 -5.597 0.660
H -1.404 -4.063 2.104
H 0.121 -2.607 5.017
H -1.885 -1.762 5.090
H -4.095 -2.026 4.287
H -5.752 -1.230 2.648
H -4.953 -0.271 0.491
H -2.580 -0.198 -0.026
N 0.764 -1.972 -0.742
C 0.892 -2.982 -1.276
C 1.028 -4.188 -2.017
C 2.291 -4.551 -2.496
C 2.414 -5.721 -3.223
C 1.294 -6.507 -3.468
C 0.041 -6.137 -2.993
C -0.103 -4.972 -2.263
H 3.151 -3.925 -2.298
H 3.382 -6.023 -3.599
H 1.399 -7.422 -4.037
H -0.820 -6.760 -3.191
H -1.069 -4.670 -1.880
```

Output
Strongest force on any atom, eV/A: 0.54
Charge: +3
Gap between HOMO and LUMO, eV: 6.638
Total energy, eV: -105883.8118
LUMO energy, eV: -7.6
Energy relative to the best compared isomer or geometry (same formula, charge and spin), eV: 0.000

Molecular formula: C68H62N10O24
Method: DFT, ωB97M-V/def2-TZVPD

The geometry in XYZ format:
```
164
C68H62N10O24 ωB97M-V/def2-TZVPD
O 0.777 3.646 7.208
N 1.756 3.255 6.616
O 2.770 2.926 7.222
C 1.722 3.305 5.116
C 0.951 4.253 4.442
C 0.863 4.196 3.066
C 1.588 3.305 2.289
C 2.454 2.486 2.966
C 2.492 2.446 4.345
H 0.316 4.938 4.992
H 0.071 4.757 2.592
H 1.531 3.195 1.211
H 3.057 1.806 2.378
H 3.121 1.731 4.864
O -5.233 1.984 2.802
N -4.153 2.405 3.211
O -3.174 2.720 2.490
C -3.911 2.428 4.675
C -4.736 1.691 5.548
C -4.555 1.708 6.941
C -3.577 2.538 7.510
C -2.705 3.166 6.658
C -2.875 3.167 5.278
H -5.595 1.178 5.132
H -5.271 1.239 7.607
H -3.437 2.579 8.583
H -1.883 3.752 7.041
H -2.217 3.734 4.633
O 3.325 0.373 8.938
N 2.097 0.494 9.069
O 1.482 0.790 10.086
C 1.175 0.100 7.931
C -0.183 0.380 8.023
C -1.018 -0.006 6.967
C -0.511 -0.776 5.888
C 0.820 -1.158 5.858
C 1.645 -0.690 6.871
H -0.499 0.978 8.863
H -2.034 0.366 6.875
H -1.292 -1.005 5.169
H 1.169 -1.884 5.133
H 2.629 -1.137 6.924
O 1.249 -4.642 -8.580
N 1.549 -3.503 -8.272
O 2.014 -2.643 -9.012
C 1.284 -3.113 -6.876
C 0.608 -1.952 -6.576
C 0.132 -1.721 -5.306
C 0.424 -2.576 -4.262
C 1.025 -3.788 -4.555
C 1.493 -4.025 -5.838
H 0.262 -1.243 -7.315
H -0.522 -0.868 -5.162
H 0.084 -2.342 -3.260
H 1.177 -4.455 -3.719
H 1.959 -4.980 -6.035
O 6.273 -0.695 -3.609
N 5.537 -0.067 -2.871
O 4.877 -0.625 -2.028
C 5.345 1.415 -3.035
C 6.166 2.165 -3.854
C 5.970 3.530 -4.042
C 5.001 4.193 -3.325
C 4.193 3.502 -2.417
C 4.308 2.097 -2.256
H 6.952 1.643 -4.383
H 6.611 4.105 -4.698
H 4.882 5.260 -3.470
H 3.488 4.028 -1.783
H 3.605 1.573 -1.610
O -5.189 -1.792 5.392
N -4.695 -2.400 4.464
O -3.552 -2.762 4.387
C -5.530 -2.561 3.233
C -6.246 -1.482 2.699
C -7.016 -1.580 1.543
C -6.968 -2.762 0.801
C -6.249 -3.808 1.304
C -5.608 -3.773 2.523
H -6.237 -0.547 3.250
H -7.577 -0.720 1.208
H -7.551 -2.847 -0.105
H -6.255 -4.732 0.750
H -5.048 -4.632 2.869
O -3.429 -2.591 -5.149
N -3.438 -1.423 -4.806
O -3.370 -1.045 -3.665
C -3.522 -0.410 -5.870
C -3.157 -0.769 -7.205
C -3.132 0.244 -8.178
C -3.341 1.563 -7.818
C -3.657 1.942 -6.514
C -3.768 0.947 -5.559
H -2.825 -1.783 -7.393
H -2.776 0.101 -9.190
H -3.352 2.332 -8.577
H -3.901 2.946 -6.179
H -3.996 1.300 -4.560
O 0.718 -0.196 -1.820
N 0.787 0.175 -0.685
O 1.786 0.676 -0.167
C -0.467 0.081 0.135
C -1.655 -0.472 -0.410
C -2.777 -0.673 0.379
C -2.758 -0.285 1.703
C -1.590 0.225 2.240
C -0.421 0.371 1.489
H -1.635 -0.700 -1.469
H -3.686 -1.091 -0.039
H -3.661 -0.525 2.251
H -1.503 0.515 3.280
H 0.481 0.727 1.971
O 5.412 -0.877 -7.968
N 4.690 -0.916 -6.972
O 4.463 -1.963 -6.349
C 3.963 0.298 -6.510
C 4.065 1.485 -7.217
C 3.325 2.594 -6.862
C 2.487 2.555 -5.736
C 2.382 1.374 -5.033
C 3.031 0.205 -5.433
H 4.706 1.617 -8.077
H 3.501 3.518 -7.401
H 2.020 3.432 -5.303
H 1.735 1.300 -4.167
H 2.955 -0.678 -4.806
O -2.713 -6.318 2.784
N -1.541 -6.102 3.039
O -0.904 -6.689 3.893
C -0.805 -5.093 2.237
C -1.334 -4.610 1.035
C -0.614 -3.626 0.396
C 0.546 -3.063 0.910
C 1.063 -3.599 2.065
C 0.401 -4.586 2.744
H -2.241 -5.038 0.630
H -0.994 -3.309 -0.560
H 1.072 -2.300 0.352
H 1.939 -3.201 2.565
H 0.713 -4.965 3.706
O 0.406 4.758 -1.105
C -0.288 3.872 -1.646
C -1.603 3.338 -1.158
C -2.161 2.652 -2.420
C -1.043 2.642 -3.425
O 0.033 3.293 -2.825
H -1.432 2.674 -0.311
H -2.282 4.115 -0.817
H -2.617 1.677 -2.294
H -2.914 3.340 -2.809
H -0.774 1.630 -3.738
H -1.396 3.060 -4.376
O 3.880 -1.230 4.506
C 4.228 -1.389 3.364
C 5.373 -2.217 2.856
C 4.964 -2.376 1.396
C 3.994 -1.262 1.069
O 3.494 -0.829 2.324
H 6.297 -1.637 2.881
H 5.558 -3.173 3.341
H 5.779 -2.394 0.678
H 4.447 -3.333 1.290
H 4.386 -0.432 0.483
H 3.217 -1.640 0.397
```

Output
Strongest force on any atom, eV/A: 3.85
Gap between HOMO and LUMO, eV: 8.337
SMILES: O=[N+]([O-])c1ccccc1.O=[N+]([O-])c1ccccc1.O=[N+]([O-])c1ccccc1.O=[N+]([O-])c1ccccc1.O=[N+]([O-])c1ccccc1.O=[N+]([O-])c1ccccc1.O=[N+]([O-])c1ccccc1.O=[N+]([O-])c1ccccc1.O=[N+]([O-])c1ccccc1.O=[N+]([O-])c1ccccc1.O=C1CCCO1.O=C1CCCO1
Total energy, eV: -135534.3876
LUMO energy, eV: -1.2

Molecular formula: C68H64ClF2N7O19S
Method: DFT, ωB97M-V/def2-TZVPD

The geometry in XYZ format:
```
162
C68H64ClF2N7O19S ωB97M-V/def2-TZVPD
C -1.206 1.988 0.419
C -1.735 1.138 -0.759
C -1.022 -0.243 -0.743
Cl -1.619 -1.318 0.562
C -0.925 -0.881 -2.118
C -1.887 -1.663 -2.766
S -3.498 -2.057 -2.079
O -3.433 -3.213 -1.262
O -4.380 -2.170 -3.190
F -4.029 -0.863 -1.203
C -1.696 -2.199 -4.022
C -0.515 -1.998 -4.714
C -0.379 -2.650 -6.078
C 0.830 -3.634 -6.145
F 1.320 -3.949 -4.884
C 0.455 -1.214 -4.100
C 0.243 -0.664 -2.846
C 1.370 0.195 -2.315
O 1.201 1.221 -1.681
C 2.782 -0.229 -2.645
C 3.848 -0.048 -1.772
O 3.645 0.500 -0.542
C 4.445 -0.104 0.491
C 4.039 0.541 1.861
C 3.814 2.040 1.605
C 2.789 -0.239 2.346
C 2.040 0.330 3.581
C 0.989 1.390 3.182
C 2.975 0.819 4.706
C 5.112 -0.431 -2.216
C 5.285 -0.955 -3.478
C 4.225 -1.161 -4.338
C 2.978 -0.784 -3.901
C 1.775 -0.960 -4.802
O 1.906 -0.914 -6.013
H -0.113 2.021 0.331
H -1.462 1.487 1.358
H -1.614 3.002 0.349
H -2.824 1.051 -0.735
H -1.408 1.629 -1.687
H 0.006 -0.015 -0.454
H -2.491 -2.782 -4.476
H -1.287 -3.189 -6.364
H -0.164 -1.875 -6.822
H 1.652 -3.196 -6.720
H 0.521 -4.552 -6.662
H 5.519 0.086 0.371
H 4.232 -1.183 0.515
H 4.903 0.384 2.520
H 2.857 2.246 1.113
H 4.596 2.476 0.964
H 3.816 2.628 2.533
H 2.088 -0.285 1.496
H 3.123 -1.267 2.558
H 1.457 -0.504 4.004
H 0.356 1.582 4.059
H 1.440 2.335 2.869
H 0.338 0.977 2.407
H 3.703 0.019 4.911
H 3.537 1.720 4.448
H 2.346 1.038 5.589
H 5.988 -0.291 -1.591
H 6.305 -1.201 -3.770
H 4.341 -1.573 -5.336
O -3.458 1.604 5.783
N -3.752 1.669 4.601
O -3.340 2.523 3.844
C -4.654 0.648 4.054
C -5.172 -0.326 4.890
C -6.036 -1.273 4.363
C -6.366 -1.239 3.014
C -5.829 -0.262 2.186
C -4.970 0.690 2.708
H -4.916 -0.355 5.939
H -6.455 -2.036 5.003
H -7.045 -1.979 2.607
H -6.083 -0.242 1.134
H -4.555 1.451 2.062
O 1.511 2.719 6.251
N 2.277 3.636 6.031
O 2.632 3.992 4.924
C 2.810 4.365 7.188
C 2.450 3.964 8.464
C 2.970 4.641 9.555
C 3.838 5.707 9.363
C 4.183 6.104 8.077
C 3.668 5.431 6.981
H 1.774 3.135 8.618
H 2.701 4.334 10.557
H 4.248 6.230 10.217
H 4.857 6.938 7.930
H 3.941 5.741 5.982
O 9.136 -3.576 -2.416
N 8.934 -3.450 -3.607
O 9.351 -2.528 -4.284
C 8.128 -4.478 -4.276
C 7.604 -5.523 -3.535
C 6.823 -6.478 -4.167
C 6.577 -6.384 -5.530
C 7.116 -5.337 -6.265
C 7.894 -4.378 -5.638
H 7.793 -5.601 -2.474
H 6.404 -7.295 -3.596
H 5.963 -7.127 -6.020
H 6.924 -5.268 -7.327
H 8.309 -3.562 -6.214
O -0.007 4.928 10.163
N -0.598 5.829 9.598
O -0.409 7.011 9.807
C -1.610 5.463 8.597
C -1.876 4.125 8.359
C -2.845 3.782 7.428
C -3.532 4.776 6.746
C -3.249 6.115 6.987
C -2.283 6.464 7.918
H -1.342 3.349 8.888
H -3.067 2.745 7.236
H -4.291 4.507 6.022
H -3.784 6.887 6.451
H -2.068 7.506 8.105
O -4.743 6.066 0.139
N -4.771 5.120 -0.620
O -5.448 4.123 -0.459
C -3.921 5.180 -1.819
C -3.107 6.281 -2.018
C -2.291 6.322 -3.138
C -2.300 5.269 -4.044
C -3.129 4.175 -3.836
C -3.945 4.129 -2.717
H -3.098 7.101 -1.315
H -1.645 7.174 -3.303
H -1.657 5.301 -4.915
H -3.136 3.357 -4.544
H -4.586 3.273 -2.559
O 5.108 -8.878 -8.503
N 5.860 -8.023 -8.925
O 6.892 -7.683 -8.377
C 5.497 -7.349 -10.178
C 4.312 -7.685 -10.808
C 3.962 -7.031 -11.979
C 4.798 -6.056 -12.507
C 5.989 -5.736 -11.869
C 6.344 -6.385 -10.697
H 3.659 -8.443 -10.400
H 3.035 -7.279 -12.478
H 4.519 -5.543 -13.419
H 6.640 -4.979 -12.285
H 7.270 -6.132 -10.202
O -9.059 -2.057 5.240
N -9.638 -1.156 4.662
O -9.464 0.024 4.879
C -10.618 -1.525 3.632
C -10.867 -2.864 3.383
C -11.808 -3.208 2.426
C -12.484 -2.216 1.728
C -12.217 -0.877 1.981
C -11.279 -0.526 2.939
H -10.343 -3.638 3.925
H -12.017 -4.250 2.226
H -13.223 -2.487 0.984
H -12.742 -0.106 1.434
H -11.075 0.516 3.136
```

Output
Strongest force on any atom, eV/A: 2.26
Gap between HOMO and LUMO, eV: 8.079
SMILES: CC[C@@H](Cl)c1c(S(=O)(=O)F)cc(CCF)c2c1C(=O)c1c(OC[C@@H](C)CC(C)C)cccc1C2=O.O=[N+]([O-])c1ccccc1.O=[N+]([O-])c1ccccc1.O=[N+]([O-])c1ccccc1.O=[N+]([O-])c1ccccc1.O=[N+]([O-])c1ccccc1.O=[N+]([O-])c1ccccc1.O=[N+]([O-])c1ccccc1
Total energy, eV: -149660.6212
LUMO energy, eV: -1.1